[1]
Formula: C16H20MnN4OS
Source: the OMol25 dataset
Level of theory: ωB97M-V with the def2-TZVPD basis set

CARTESIAN COORDINATES (ANGSTROEM)
Mn1 0.11141 0.23972 -1.40600
C1 1.86872 1.84543 0.16306
N1 2.08122 0.61263 -0.61746
C2 3.16652 0.80899 -1.58672
C3 2.31252 -0.52232 0.27371
C4 3.57384 -0.85076 0.73486
C5 3.75924 -1.96006 1.54937
C6 2.67139 -2.75743 1.86281
C7 1.40328 -2.43918 1.40253
C8 1.18706 -1.29006 0.63624
N2 -0.03982 -0.85155 0.14452
C9 -1.20461 -0.80885 0.88429
C10 -1.37747 -1.25863 2.20353
C11 -2.58720 -1.10537 2.85755
C12 -3.66216 -0.49302 2.23354
C13 -3.49427 -0.00021 0.94772
C14 -2.28811 -0.13488 0.28676
N3 -2.05716 0.47076 -1.02102
C15 -2.82507 -0.23244 -2.06281
C16 -2.40293 1.90046 -1.01490
H1 2.79384 2.14503 0.67053
H2 1.10276 1.68225 0.92006
H3 1.55543 2.65491 -0.49849
H4 4.05751 1.24043 -1.12074
H5 2.82433 1.48323 -2.36940
H6 3.42348 -0.14674 -2.03783
H7 4.42476 -0.23773 0.46653
H8 4.74839 -2.20535 1.91101
H9 2.80882 -3.63736 2.47844
H10 0.57565 -3.10365 1.60632
H11 -0.54426 -1.69759 2.72890
H12 -2.68911 -1.45918 3.87588
H13 -4.60875 -0.37505 2.74282
H14 -4.31123 0.52341 0.46599
H15 -3.90232 -0.10128 -1.91391
H16 -2.59079 -1.29529 -2.02706
H17 -2.54581 0.16142 -3.03898
H18 -3.47480 2.05547 -0.85881
H19 -2.11638 2.34377 -1.96474
H20 -1.85240 2.40730 -0.22201
O1 -0.46538 3.31183 -3.42754
S1 0.45915 2.20738 -3.75318
N4 0.13070 0.86957 -3.10537

- orbital gap (spin up / spin down) (eV) = 7.503 / 7.428
- HOMO energy (spin up / spin down) (eV) = -7.45 / -7.40
- net charge = 0
- multiplicity = 2
- strongest force on any atom (eV/A) = 4.406


[2]
Formula: C16H20N10O2
Source: the OMol25 dataset
Level of theory: ωB97M-V with the def2-TZVPD basis set

CARTESIAN COORDINATES (ANGSTROEM)
C1 -2.18539 -3.64403 1.23765
C2 -2.87340 -2.28377 1.17740
N1 -2.43438 -1.52954 0.01604
C3 -3.04135 -1.96211 -1.23540
C4 -2.01272 -1.97383 -2.36012
C5 -2.50824 -0.08502 0.19505
C6 -1.35464 0.36231 1.01542
C7 -0.01985 0.52910 0.66947
C8 0.60664 0.49090 -0.66505
O1 -0.03311 0.50539 -1.69850
N2 1.96847 0.47329 -0.57045
N3 2.91718 0.45779 -1.52512
C9 2.65566 0.38442 -2.77132
C10 3.74318 0.36540 -3.72971
C11 3.47748 0.27500 -5.09734
C12 4.53488 0.25774 -5.98871
C13 5.82474 0.33088 -5.48229
N4 6.09320 0.41780 -4.18833
C14 5.08645 0.43481 -3.34019
N5 0.67645 0.83832 1.79112
N6 -0.11442 0.88211 2.78185
N7 -1.36194 0.59848 2.35652
C15 -2.40308 0.64827 3.25636
N8 -3.67319 0.55816 2.97590
O2 -4.33095 0.68083 4.12890
N9 -3.48877 0.85860 5.17432
C16 -2.27078 0.84449 4.68790
N10 -1.12801 0.93304 5.37945
H1 -1.10686 -3.51015 1.21825
H2 -2.46668 -4.26752 0.39377
H3 -2.46223 -4.15923 2.15415
H4 -2.60008 -1.72601 2.07447
H5 -3.96895 -2.41045 1.19261
H6 -3.88988 -1.31484 -1.50553
H7 -3.43343 -2.97170 -1.10077
H8 -2.49117 -2.22176 -3.30432
H9 -1.24374 -2.71233 -2.14891
H10 -1.53194 -1.00418 -2.45147
H11 -2.40096 0.37862 -0.78773
H12 -3.45235 0.23856 0.66025
H13 2.35390 0.53008 0.36697
H14 1.64929 0.33216 -3.18133
H15 2.45593 0.21969 -5.44761
H16 4.36464 0.18837 -7.05213
H17 6.68564 0.32047 -6.13776
H18 5.33828 0.50703 -2.29168
H19 -1.17486 1.20233 6.34543
H20 -0.28134 1.06811 4.84575

- orbital gap (eV) = 8.523
- HOMO energy (eV) = -8.72
- net charge = 0
- energy above the lowest of the compared OMol25 structures with the same formula, charge and spin (kJ/mol) = 18.60
- SMILES string = CCN(CC)Cc1c(C(=O)N/N=C/c2cccnc2)nnn1-c1nonc1N
- multiplicity = 1
- strongest force on any atom (eV/A) = 2.041


[3]
Formula: C16H20N2O3
Source: the OMol25 dataset
Level of theory: ωB97M-V with the def2-TZVPD basis set

CARTESIAN COORDINATES (ANGSTROEM)
C1 -3.39628 1.20845 -4.89654
C2 -2.79589 1.39075 -3.60656
C3 -1.87579 0.37709 -3.25168
C4 -1.26427 0.47275 -1.83962
C5 -1.49836 1.68952 -0.91741
C6 -2.45039 2.44964 -1.30749
C7 -3.08034 2.29092 -2.47907
H1 -3.58274 3.18511 -3.05026
H2 -2.57255 3.30106 -0.79005
N1 -0.99775 1.60635 0.31094
C8 0.44597 1.20539 0.40901
O1 1.36962 1.15386 -0.37728
C9 0.63782 1.57826 2.13452
N2 0.88771 -0.04561 2.37935
H3 0.87197 0.01257 3.42955
C10 2.20391 -0.51439 2.20193
C11 2.29059 -1.84771 2.46849
C12 1.37252 -2.76991 1.54028
H4 0.68937 -3.26318 1.88455
C13 2.28248 -3.76837 0.65931
H5 2.10364 -3.73977 -0.38468
C14 3.66785 -3.13809 0.78131
H6 4.53086 -3.68810 0.58689
O2 3.62681 -2.54006 2.08983
H7 3.95252 -2.08033 -0.22322
H8 2.36512 -4.59691 1.04966
H9 0.82652 -1.93064 0.94332
H10 2.25519 -2.18949 3.25582
H11 3.00027 0.01939 2.77816
H12 2.33450 -0.22094 1.07368
C15 -0.67411 1.82881 2.50007
C16 -1.59056 1.90811 1.44373
O3 -2.90774 1.99230 1.44524
H13 -0.67119 2.95445 3.10229
H14 -1.08755 1.23044 3.47363
H15 1.42363 1.95727 2.10201
H16 -0.44934 -0.23289 -1.56321
H17 -1.73674 -0.67638 -3.66305
H18 -4.36953 1.33950 -4.85937
H19 -2.85345 1.83027 -5.53592
H20 -3.28430 0.26052 -5.29817

- orbital gap (eV) = 8.471
- HOMO energy (eV) = -8.40
- net charge = 0
- energy above the lowest of the compared OMol25 structures with the same formula, charge and spin (kJ/mol) = 1595.80
- multiplicity = 1
- strongest force on any atom (eV/A) = 16.815


[4]
Formula: C16H20N2O3
Source: the OMol25 dataset
Level of theory: ωB97M-V with the def2-TZVPD basis set

CARTESIAN COORDINATES (ANGSTROEM)
C1 -2.24645 -2.79015 0.62411
C2 -1.45932 -1.48807 0.70401
C3 -1.95601 -0.45994 -0.32427
C4 -3.30375 0.18261 0.05742
C5 -3.13028 1.65691 0.41503
C6 -1.92992 1.79460 1.34130
C7 -0.65026 1.45331 0.56505
N1 -0.93569 0.55981 -0.53997
C8 -0.28454 0.55901 -1.71737
O1 -0.57752 -0.18157 -2.63941
C9 0.90555 1.51591 -1.87270
N2 1.91956 1.27175 -0.88257
C10 2.43653 2.23505 -0.04509
O2 2.11683 3.39176 -0.01167
O3 3.35935 1.65526 0.76489
C11 3.41838 0.32458 0.44713
C12 4.19557 -0.66653 1.00405
C13 4.03836 -1.94608 0.48707
C14 3.14257 -2.21110 -0.54032
C15 2.36138 -1.21254 -1.10304
C16 2.51564 0.06125 -0.59020
H1 -1.87302 -3.50163 1.35673
H2 -2.14774 -3.23068 -0.36497
H3 -3.30281 -2.62153 0.81847
H4 -0.40600 -1.69823 0.49886
H5 -1.52943 -1.07939 1.71353
H6 -2.05313 -0.97282 -1.28614
H7 -3.71912 -0.34323 0.91825
H8 -4.01256 0.08538 -0.76508
H9 -4.03378 2.02995 0.89833
H10 -2.96234 2.24662 -0.48824
H11 -2.05833 1.12363 2.19212
H12 -1.84885 2.80967 1.72974
H13 -0.22582 2.37886 0.17556
H14 0.08800 0.99930 1.23929
H15 0.60493 2.56385 -1.78844
H16 1.31303 1.34470 -2.87538
H17 4.88780 -0.45220 1.80086
H18 4.62785 -2.75174 0.89585
H19 3.05037 -3.21955 -0.91296
H20 1.66496 -1.41679 -1.89983

- orbital gap (eV) = 9.389
- HOMO energy (eV) = -8.64
- net charge = 0
- energy above the lowest of the compared OMol25 structures with the same formula, charge and spin (kJ/mol) = 72.64
- SMILES string = CC[C@H]1CCCCN1C(=O)Cn1c(=O)oc2ccccc21
- multiplicity = 1
- strongest force on any atom (eV/A) = 0.993


[5]
Formula: C16H20N2O5
Source: the OMol25 dataset
Level of theory: ωB97M-V with the def2-TZVPD basis set

CARTESIAN COORDINATES (ANGSTROEM)
N1 -2.91712 3.39128 0.65253
C1 -2.12218 2.69480 -0.37880
O1 -2.66777 2.33267 -1.45796
C2 -0.56207 2.40359 -0.24337
C3 -0.14277 1.55096 1.05200
C4 0.83025 0.33388 0.71957
C5 2.12421 0.55439 0.19766
C6 2.80617 1.95923 -0.08462
C7 3.86906 2.34546 1.07973
O2 4.74677 3.43236 0.65052
C8 4.01841 4.64619 0.52913
O3 3.74730 5.07384 -0.61656
C9 3.01766 -0.73673 -0.15410
O4 4.24430 -0.59630 -0.40239
C10 2.40603 -2.19545 -0.25161
C11 1.09987 -2.43308 0.27195
C12 0.38961 -1.19464 0.96070
O5 -0.55493 -1.37970 1.78061
H1 -2.64335 4.39011 0.56571
H2 -2.66541 3.03856 1.58624
H3 -0.12768 1.93424 -1.19880
H4 -0.03282 3.42615 -0.14880
H5 0.30018 2.18903 1.90368
H6 -1.11120 1.07582 1.46499
H7 3.42066 1.88135 -1.05375
H8 2.08732 2.83561 -0.17002
H9 3.29848 2.62958 2.02585
H10 4.53864 1.44268 1.32333
H11 3.61441 5.25662 1.40515
H12 2.97333 -3.06311 -0.74206
H13 0.61912 -3.47347 0.23299
C13 -3.51907 -2.48659 -0.62651
C14 -3.41610 -3.56116 -1.70444
C15 -3.35097 -4.97821 -1.12871
C16 -2.14109 -5.11744 -0.25269
N2 -1.19210 -5.22667 0.43516
H14 -2.63916 -2.48016 0.02238
H15 -3.59206 -1.49658 -1.08316
H16 -4.40520 -2.63995 -0.00336
H17 -2.52778 -3.36790 -2.31420
H18 -4.28327 -3.48509 -2.36660
H19 -3.29161 -5.71075 -1.93749
H20 -4.24607 -5.19541 -0.53987

- orbital gap (eV) = 8.601
- HOMO energy (eV) = -10.03
- net charge = 0
- energy above the lowest of the compared OMol25 structures with the same formula, charge and spin (kJ/mol) = 643.32
- SMILES string = NC(=O)CCC1=C(CCOC=O)C(=O)C=CC1=O.CCCC#N
- multiplicity = 1
- strongest force on any atom (eV/A) = 4.626